{
  "formula": "C19H17FN6O3",
  "method": "ωB97M-V/def2-TZVPD",
  "gap_ev": 8.0884,
  "lumo_ev": -0.5,
  "smiles": "CN1C(=O)C2=C(C1=O)N(CC(=O)Nc1ccc(-c3cncc(F)c3)nn1)CCC2",
  "total_energy_ev": -37778.7770,
  "elements": ["C", "N", "C", "O", "C", "C", "C", "O", "N", "C", "C", "O", "N", "C", "C", "C", "C", "C", "C", "N", "C", "C", "F", "C", "N", "N", "C", "C", "C", "H", "H", "H", "H", "H", "H", "H", "H", "H", "H", "H", "H", "H", "H", "H", "H", "H"],
  "positions_angstrom": [[-2.659092, -2.862065, 3.044713], [-1.934585, -1.623951, 3.184308], [-1.080034, -1.268736, 4.207869], [-0.850562, -1.918557, 5.210462], [-0.692935, 0.129762, 4.036870], [-1.325448, 0.625945, 2.938298], [-2.076550, -0.506394, 2.402564], [-2.629765, -0.518468, 1.305198], [-1.170601, 1.922684, 2.492987], [-1.969407, 2.449825, 1.328304], [-1.280697, 2.237098, -0.055381], [-0.978187, 3.254940, -0.699426], [-1.112785, 0.963451, -0.587043], [-0.418914, 0.500746, -1.658736], [0.369551, 1.252297, -2.524304], [1.103269, 0.670197, -3.549320], [0.979020, -0.739326, -3.736462], [1.854890, -1.526512, -4.609621], [1.605000, -2.860140, -4.804245], [2.403113, -3.628433, -5.543096], [3.466596, -3.097394, -6.157592], [3.768772, -1.736827, -6.035065], [4.772105, -1.239146, -6.776955], [2.938947, -0.921839, -5.300319], [0.108557, -1.385949, -2.950797], [-0.560678, -0.822900, -1.897877], [-0.021721, 2.727763, 3.018370], [0.061347, 2.476729, 4.537101], [0.265666, 0.982944, 4.810876], [-2.152570, -3.653101, 3.562553], [-2.791403, -3.128895, 2.014799], [-3.634456, -2.734555, 3.539814], [-2.947166, 2.022091, 1.352668], [-2.164744, 3.512705, 1.479016], [-1.623797, 0.220354, -0.121670], [0.431305, 2.337875, -2.421107], [1.715992, 1.265870, -4.205897], [0.768394, -3.326661, -4.302135], [4.035882, -3.730130, -6.834595], [3.188239, 0.162866, -5.379486], [0.936506, 2.446465, 2.512976], [-0.108392, 3.775126, 2.801882], [-0.876620, 2.808220, 5.002344], [0.902910, 3.063775, 4.925534], [0.091071, 0.758031, 5.860596], [1.293979, 0.662217, 4.581025]],
  "atomic_forces_ev_per_a": [[-0.89, 0.44, 0.75], [0.53, 0.71, -0.29], [0.02, 0.02, 2.77], [0.11, -0.35, -0.85], [0.31, 1.54, -1.50], [1.47, 0.80, 2.02], [-1.16, -0.68, -3.30], [-0.20, -0.04, 0.87], [-0.78, 0.45, -1.55], [1.44, -0.87, 0.69], [0.09, 1.99, -1.72], [-0.04, -1.64, 1.06], [-0.97, 0.48, 2.10], [0.79, -1.44, -1.99], [1.02, 1.41, -0.98], [-0.92, -1.06, 0.66], [-0.83, 1.73, 1.92], [0.37, 1.38, -0.78], [0.74, -0.67, 0.02], [0.46, -0.20, -0.60], [-0.64, 0.22, 0.32], [-0.87, -0.91, -0.33], [0.02, 0.17, 0.27], [0.28, 0.48, -0.09], [-0.25, 0.10, 1.22], [0.93, 0.34, -1.55], [0.07, -1.61, 0.09], [0.18, -0.13, -0.64], [0.05, -0.75, 0.47], [0.49, -0.21, 0.24], [-0.02, 0.07, -0.52], [0.12, -0.23, -0.34], [-0.56, -0.78, -0.10], [0.61, 0.00, -0.26], [-0.09, -0.03, 0.31], [-0.14, -0.39, 0.19], [0.04, 0.18, 0.07], [0.00, -0.04, -0.09], [0.05, 0.02, 0.27], [-0.52, -0.94, 0.57], [-0.63, -0.19, 0.37], [-0.74, 0.47, -0.20], [0.28, 0.05, -0.08], [-0.27, -0.17, 0.13], [0.24, 0.10, 0.27], [-0.19, 0.19, 0.12]],
  "lowdin_charge": [0.014, 0.001, -0.377, 0.120, -0.068, -0.087, -0.321, 0.083, -0.034, -0.023, -0.351, 0.044, 0.153, -0.298, 0.015, 0.022, -0.230, -0.153, -0.100, 0.074, -0.063, -0.265, 0.065, 0.062, 0.074, 0.104, -0.122, -0.157, -0.126, 0.090, 0.090, 0.108, 0.112, 0.127, 0.102, 0.108, 0.100, 0.113, 0.119, 0.136, 0.139, 0.112, 0.124, 0.116, 0.120, 0.131]
}

=====

{
  "formula": "C19H17NO5",
  "method": "ωB97M-V/def2-TZVPD",
  "gap_ev": 8.4371,
  "lumo_ev": 0.2,
  "smiles": "COc1ccc(OC)c(CNC(=O)c2coc(=O)c3ccccc23)c1",
  "total_energy_ev": -31706.4576,
  "elements": ["C", "O", "C", "C", "C", "C", "O", "C", "C", "C", "N", "C", "O", "C", "C", "O", "C", "O", "C", "C", "C", "C", "C", "C", "C", "H", "H", "H", "H", "H", "H", "H", "H", "H", "H", "H", "H", "H", "H", "H", "H", "H"],
  "positions_angstrom": [[4.040885, -1.639091, -3.830205], [2.670193, -1.734830, -4.130193], [1.777859, -1.752575, -3.099329], [0.436775, -1.878344, -3.451217], [-0.548506, -1.906170, -2.484755], [-0.215986, -1.810548, -1.138180], [-1.117114, -1.811042, -0.111807], [-2.465712, -2.092257, -0.392805], [1.130459, -1.688310, -0.772963], [1.496056, -1.591071, 0.683108], [0.962973, -0.386641, 1.285991], [0.205303, -0.411289, 2.403381], [0.005239, -1.410206, 3.059972], [-0.305271, 0.936315, 2.820314], [-0.135648, 1.305497, 4.105010], [-0.490201, 2.490502, 4.617286], [-1.075392, 3.458879, 3.842680], [-1.324000, 4.522333, 4.350224], [-1.361466, 3.101628, 2.450859], [-2.032779, 4.025701, 1.647476], [-2.353831, 3.706943, 0.347120], [-2.025714, 2.451463, -0.158553], [-1.358771, 1.530339, 0.619395], [-0.995203, 1.845417, 1.933416], [2.110441, -1.654076, -1.752738], [4.276830, -0.701647, -3.315672], [4.553954, -1.659364, -4.790311], [4.380034, -2.483907, -3.221949], [0.183017, -1.955498, -4.496066], [-1.576935, -2.006501, -2.792444], [-2.923403, -1.309614, -1.007932], [-2.578753, -3.059726, -0.891047], [-2.962279, -2.123439, 0.575741], [1.056697, -2.420976, 1.244833], [2.585198, -1.614030, 0.799709], [1.106523, 0.480801, 0.793653], [0.330434, 0.661223, 4.837232], [-2.293357, 4.979895, 2.079051], [-2.871363, 4.420371, -0.275687], [-2.300075, 2.195180, -1.171539], [-1.136579, 0.549897, 0.230994], [3.139466, -1.561232, -1.442051]],
  "atomic_forces_ev_per_a": [[0.18, 0.02, 0.04], [-0.28, -0.02, -0.05], [-0.25, -0.02, -0.05], [0.40, 0.03, -0.03], [-0.16, 0.01, 0.23], [0.24, 0.05, -0.05], [0.38, -0.02, 0.04], [-0.25, -0.04, -0.01], [-0.32, 0.00, 0.09], [-0.06, -0.16, 0.07], [0.28, 0.04, -0.30], [0.08, 0.48, 0.19], [-0.07, -0.34, 0.22], [-0.08, 0.08, 0.70], [0.24, -0.81, -0.74], [-0.10, 0.28, 0.23], [-0.22, 0.78, 0.12], [0.13, -0.48, -0.12], [0.01, -0.29, -0.40], [0.06, -0.05, 0.15], [-0.02, 0.03, -0.01], [0.01, 0.04, 0.03], [-0.01, 0.00, 0.03], [-0.14, 0.45, 0.03], [0.08, -0.03, -0.18], [-0.01, -0.04, 0.00], [0.02, 0.01, 0.10], [-0.01, 0.04, -0.01], [-0.03, -0.01, -0.14], [-0.12, -0.01, -0.01], [0.02, -0.04, 0.00], [0.01, 0.03, 0.00], [-0.03, -0.01, -0.09], [0.16, 0.08, -0.06], [-0.12, -0.10, -0.02], [-0.07, 0.01, 0.14], [-0.02, 0.02, 0.01], [-0.02, 0.08, 0.02], [-0.04, 0.07, -0.03], [-0.02, -0.04, -0.08], [0.03, -0.11, -0.08], [0.12, 0.01, 0.02]],
  "lowdin_charge": [-0.092, -0.087, -0.275, 0.003, -0.008, -0.237, -0.111, -0.075, -0.130, -0.103, 0.083, -0.465, 0.085, -0.062, -0.015, 0.114, -0.392, 0.129, -0.067, 0.002, -0.065, -0.055, -0.008, -0.099, 0.029, 0.095, 0.093, 0.096, 0.120, 0.106, 0.094, 0.100, 0.100, 0.133, 0.128, 0.150, 0.149, 0.123, 0.105, 0.108, 0.094, 0.108]
}